--- A ---
A 7-piece molecular cluster, C14H42O7S7 overall, computed with ωB97M-V/def2-TZVPD.

Calculated values
* HOMO: -8.76 eV
* LUMO energy: -0.1 eV
* orbital gap: 8.683 eV

```
70
Properties=species:S:1:pos:R:3:mulliken_charge:R:1
H 18.6816 4.1616 24.9017 0.339
H 23.3260 6.3342 24.6054 -0.132
C 17.9053 0.9092 23.4875 -0.557
C 27.8344 4.7803 20.7959 -0.970
H 28.3994 4.9306 21.7126 0.343
C 21.5510 3.7784 23.6090 -0.968
H 22.8277 4.5308 28.7138 0.276
C 19.5264 4.6676 25.3740 -0.714
S 17.5845 0.1577 21.8723 0.479
H 19.3566 4.8142 26.4365 0.033
S 21.0833 3.7213 25.3488 0.464
H 23.1420 2.3241 29.5466 0.282
O 14.5324 6.9241 27.7061 -0.612
H 25.3637 3.6625 21.0444 0.511
H 28.4017 5.3228 20.0279 0.329
O 25.9465 5.6069 19.2358 -0.684
H 21.0285 4.3444 29.1102 0.274
C 16.8510 6.0318 28.6418 -0.860
C 15.9611 2.3015 26.9648 -0.638
H 16.8735 2.5928 26.4490 0.104
S 22.4663 4.1251 31.0361 0.460
O 26.2178 5.7267 24.3326 -0.627
H 15.3550 9.2771 29.4195 0.324
H 24.2081 4.7994 21.5700 0.246
S 25.6334 6.8640 25.1132 0.477
S 15.3309 6.9564 28.9718 0.497
S 14.7862 1.3302 25.9966 0.496
H 17.5472 6.2610 29.4481 0.450
O 15.3677 -0.0428 25.8383 -0.620
H 17.2501 6.2418 27.6501 0.258
H 22.5123 3.2744 23.5270 0.347
H 17.2379 -1.6932 23.5132 0.300
H 21.6355 1.9275 30.4482 0.340
C 22.0047 4.7453 29.3892 -0.877
H 21.7258 4.8364 23.3953 0.225
H 23.5266 7.9944 24.7658 0.416
C 16.1023 8.6061 29.0088 -0.891
H 19.6452 5.6030 24.8258 0.401
H 16.6166 4.9674 28.6667 0.212
H 17.0090 0.8334 24.1055 0.023
C 24.0368 7.1263 24.3421 -0.532
C 26.4369 8.4028 24.5598 -0.915
C 16.9132 -1.4032 22.5172 -0.857
H 20.8069 3.3568 22.9382 0.463
H 18.6621 0.3906 24.0784 0.429
O 23.8563 4.5970 31.2627 -0.618
H 27.3164 8.5085 25.1881 0.357
H 17.0038 8.5636 29.6201 0.321
H 17.1187 -2.1168 21.7227 0.337
C 25.2825 4.6030 21.5959 -0.963
H 18.2260 1.9297 23.2838 0.198
H 26.5475 8.4450 23.4810 0.253
O 16.4599 0.8719 21.2165 -0.620
H 13.3787 2.2726 27.6923 0.341
H 25.7528 9.1971 24.8755 0.349
H 15.4385 3.1964 27.3112 0.178
H 21.8450 5.8256 29.3988 0.414
H 12.5688 0.9713 26.8656 0.339
S 26.3196 5.7612 20.6709 0.569
H 16.3991 8.8706 27.9957 0.299
C 13.5253 1.2677 27.2955 -0.946
H 24.0746 7.0913 23.2534 0.305
H 16.2691 1.7779 27.8740 0.418
H 23.1240 1.8954 31.3093 0.328
C 22.6157 2.4100 30.4923 -0.892
H 25.6208 4.5659 22.6300 0.312
O 22.0048 4.6191 26.0927 -0.557
H 15.8317 -1.2727 22.6009 0.276
H 13.7731 0.5596 28.0843 0.322
H 27.7245 3.7692 20.4148 0.336
```

---

--- B ---
A 7-piece molecular cluster, C14H42O7S7 overall, computed with ωB97M-V/def2-TZVPD.

Calculated values
* HOMO: -8.29 eV
* LUMO energy: -0.1 eV
* orbital gap: 8.240 eV

```
70
Properties=species:S:1:pos:R:3:mulliken_charge:R:1
C 12.4322 13.7536 8.4939 -0.675
S 7.8841 11.5514 7.2878 0.672
C 13.9746 6.9355 8.4831 -1.022
H 11.6455 14.5045 8.5658 0.383
H 9.3822 9.0358 15.0991 0.253
S 11.5812 7.9972 15.2147 0.404
O 11.0857 17.3231 17.1738 -0.602
S 13.8209 14.0482 7.3801 0.366
C 10.5090 10.2597 11.1637 -0.659
H 9.9794 10.2939 7.5214 0.040
C 5.8762 14.7611 11.4126 -1.033
H 9.2795 15.2322 16.2125 0.374
H 11.1070 5.7744 14.7364 0.316
H 15.4226 12.3036 6.5057 0.463
H 12.9722 15.5507 14.6149 0.304
S 13.2078 8.2898 7.4852 0.472
H 14.4428 6.1700 7.8643 0.402
H 14.7987 7.3363 9.0732 0.297
H 8.8739 9.5388 6.4454 0.412
H 8.2429 11.6382 12.4091 0.335
C 7.6652 14.7735 9.3348 -0.819
H 5.3751 15.6712 11.0829 0.327
H 8.7186 9.3659 8.2822 0.358
O 9.6369 12.5115 10.1493 -0.335
H 12.4607 17.3182 14.9004 0.312
H 11.0024 10.0590 10.2128 0.104
H 10.2076 6.1807 16.2284 0.364
C 8.9318 10.0079 7.4275 -0.814
O 12.8608 9.3928 8.4595 -0.489
C 12.7897 16.3656 15.3155 -0.883
H 10.4826 14.4546 14.9813 0.227
C 14.6829 8.8207 6.5754 -1.003
H 14.7593 11.8843 8.0744 0.337
O 13.2750 14.2676 5.9591 -0.633
H 7.2691 15.6761 8.8696 0.491
C 6.1332 10.7207 7.2401 -0.993
C 10.4653 6.5097 15.2217 -0.908
S 6.3397 13.6686 10.0228 0.652
H 13.1723 6.5813 9.1303 0.312
C 9.2538 11.9494 12.6724 -0.517
C 10.1599 15.3102 15.5746 -0.848
H 6.0109 10.4010 6.2052 0.358
H 15.3767 9.3791 7.2038 0.282
H 13.7366 16.6477 15.7759 0.318
H 10.9542 9.7411 12.0128 0.353
C 10.2702 9.2142 15.7054 -0.852
H 9.9835 16.1544 14.9081 0.329
H 15.2118 7.9565 6.1734 0.479
O 5.1409 13.7283 9.1007 -0.668
H 9.5779 11.1697 13.3617 -0.008
H 9.9562 9.0141 16.7298 0.418
H 10.6502 10.2184 15.5178 0.241
H 5.3921 11.4556 7.5543 0.316
H 12.8352 13.6537 9.5017 0.361
H 6.1162 9.9219 7.9815 0.312
H 14.2289 9.3286 5.7246 0.289
H 6.7664 14.9529 12.0117 0.290
O 8.3034 12.0634 5.8852 -0.712
H 5.1429 14.3148 12.0842 0.351
H 9.6161 6.7090 14.5681 0.301
C 14.5211 12.3472 7.1168 -0.928
S 10.4562 12.1102 11.3315 0.382
H 11.9774 12.7733 8.3510 0.070
S 11.5444 15.9565 16.6885 0.469
H 8.3240 15.0091 10.1707 0.272
H 9.2574 12.9032 13.2001 0.201
H 13.8137 11.7262 6.5672 0.218
H 9.4983 9.8899 10.9906 0.282
H 8.1768 14.1592 8.5938 0.111
O 11.9118 8.2821 13.7107 -0.575
```

---

Tell me which of them is the most stable. Sure, it is A.

---

--- A ---
C6H11NO as an isolated structure, computed with ωB97M-V/def2-TZVPD.

Calculated values
* HOMO (alpha / beta): -5.01 / -9.29 eV
* 2S+1: 3
* LUMO energy (alpha / beta): 0.9 / -2.3 eV
* expectation value of S²: 2.007
* orbital gap (alpha / beta): 5.963 / 6.983 eV

```
19
Properties=species:S:1:pos:R:3:mulliken_charge:R:1
C -0.8345 0.0439 0.0850 -0.174
O 1.1909 -1.1137 -0.7367 -0.553
C -2.8009 0.0628 -0.1787 -0.445
H -3.5793 0.3114 -0.9049 0.290
H 2.7804 -0.2895 1.2857 0.301
C -1.7115 -1.1500 -0.2452 -0.244
H 1.7726 1.9860 0.0489 0.401
C 1.6233 -0.1678 1.3668 -1.460
H 1.1764 -0.9643 1.8330 0.468
H 2.4852 1.0192 -1.1327 0.479
H 1.4833 -0.9012 -1.6465 0.313
H -1.8129 -1.9097 0.5437 0.186
H -3.3538 -0.0291 0.7696 0.215
N -1.6883 0.9870 -0.0078 -0.401
H -1.6004 -1.7445 -1.1914 0.188
H 0.9270 1.8427 -1.3384 0.397
C 1.5321 1.2599 -0.7104 -1.720
H 1.4307 0.7146 2.1609 0.279
C 0.9796 0.0424 -0.0009 1.482
```

---

--- B ---
C6H11NO in the gas phase, computed with ωB97M-V/def2-TZVPD.

Calculated values
* HOMO (alpha / beta): -4.41 / -9.15 eV
* 2S+1: 3
* LUMO energy (alpha / beta): 1.0 / -1.5 eV
* expectation value of S²: 2.007
* orbital gap (alpha / beta): 5.415 / 7.660 eV

```
19
Properties=species:S:1:pos:R:3:mulliken_charge:R:1
H 1.8709 -1.7996 0.7848 0.264
H 0.0159 -1.1586 -2.6811 0.381
C 0.8722 1.2945 1.8250 -0.906
H -2.1115 1.2192 -0.7521 0.265
C 0.3753 -0.4659 0.1196 0.370
H 0.3543 1.8414 2.4789 0.351
H -2.6646 -0.2827 0.1376 0.256
H -1.5155 -1.6764 -2.1119 0.351
C -0.6612 -0.3389 -0.7319 0.530
H -1.3312 -0.2101 -2.8205 0.370
C 1.7397 -0.9075 0.1876 -1.284
C -0.8326 -0.8436 -2.1370 -1.630
N -0.0215 0.1728 1.5364 -0.214
H 2.0857 -0.9948 -0.8331 0.348
O -1.2461 0.9929 1.0859 -0.325
H 0.8282 1.9469 0.8929 0.323
C -1.8398 0.4260 -0.0191 -0.188
H 2.2840 -0.2545 0.7620 0.379
H 1.7978 1.0388 2.2762 0.358
```

---

Tell me which of them is the most stable. Sure, it is A.

---

--- A ---
C26H38Cl3N12NaS2Si as an isolated structure, computed with ωB97M-V/def2-TZVPD.

Calculated values
* total charge: -2
* HOMO: -2.22 eV
* LUMO energy: 3.8 eV
* orbital gap: 6.008 eV

```
83
Properties=species:S:1:pos:R:3:mulliken_charge:R:1
C 1.5375 -1.8950 2.3269 0.068
C -0.4463 3.5909 0.4835 -0.324
C -3.0002 -0.6015 -1.6339 0.291
C 1.5516 4.8588 0.3520 -0.472
H -1.5223 3.4928 0.3822 0.450
H -5.0371 -2.4633 0.4594 0.322
C -4.7897 -2.0921 -0.5323 -1.546
N 1.5402 0.3001 1.7724 -0.065
C 4.6526 -2.9584 2.1820 -0.869
H -3.6756 -0.2884 4.8958 0.183
H 2.1474 -2.3076 0.0094 -0.031
N -3.1986 -0.6741 0.7077 0.464
S -2.8143 1.2539 2.9341 -0.547
C 0.5228 -2.2865 -2.0086 -0.318
Na -0.8822 0.3558 0.7566 0.974
N 1.4762 -1.2351 -1.6444 0.685
C 0.1793 4.7967 0.2009 -0.800
H 1.7336 -3.7992 2.9345 0.212
C 2.2316 3.7285 0.7744 -0.490
C 2.2659 -3.9004 -2.0479 -0.639
C -4.2932 -2.2365 4.2781 -0.417
H 4.1043 0.3169 1.5478 0.137
H -0.3926 5.6368 -0.1653 0.403
C 2.5616 -1.8548 -0.8905 -0.707
H -0.2929 -1.8569 -2.5900 0.106
C 2.2414 1.3232 1.4405 0.501
H -0.3925 1.2199 -2.3789 0.373
C 2.0234 -0.6502 -2.8671 -0.540
C 3.7576 -2.2699 -2.9028 -0.716
H 2.0947 5.7651 0.1158 0.396
N 0.1960 2.5000 0.8739 -0.087
N -3.7544 -1.1047 1.8524 -0.714
H 0.1184 -2.7160 -1.0892 0.027
Cl -0.6074 4.5181 -3.3286 -0.381
H -3.7796 -2.8843 3.5666 0.201
H 3.2774 -1.0829 -0.5975 0.150
H 3.7491 -1.9103 3.8284 0.256
H -3.4086 -0.3401 -4.9881 0.371
C -2.9692 -0.2075 -4.0057 -0.655
N 3.2611 -2.8906 -1.6740 0.146
C 1.5262 2.5493 1.0144 0.658
H 3.3044 3.7572 0.8921 0.307
C -1.8218 0.5527 -3.8474 -0.586
H 4.5091 -2.1308 1.4913 0.060
C 1.7160 -2.7046 -4.0179 -0.782
H -6.1345 -3.3835 4.1956 0.318
C -1.3044 0.6585 -2.5625 -0.513
Si 1.3213 3.5095 -3.0989 0.399
N -3.7904 -0.8957 4.1058 -0.137
H -6.3377 -1.7269 4.7990 0.300
H 1.2214 -0.1947 -3.4482 0.147
H 2.7577 -4.6780 -2.6424 0.358
H 4.1342 1.9032 2.3139 0.477
H 1.8660 -4.3478 -1.1352 0.348
C -5.8031 -2.3478 4.0767 -1.081
Cl 2.5804 5.2423 -3.6353 -0.470
H 4.4827 -1.4965 -2.6373 0.339
H -6.0599 -2.0082 3.0736 0.276
C -3.6418 -1.1287 -0.4096 0.262
H -5.6766 -1.6070 -0.9526 0.285
N 1.1577 -3.3418 -2.8235 0.002
H 0.8993 -2.2574 -4.5904 0.365
N 2.6952 -1.6618 -3.7045 0.070
C -3.4691 -0.3373 2.9024 0.081
N -1.8565 0.0833 -1.5051 0.324
H -4.4720 -1.3687 -3.0098 0.362
C 3.7456 1.3385 1.4602 -1.523
H 2.7400 0.1314 -2.6082 0.124
N 2.2581 -2.9499 2.8308 -0.081
N 2.2414 -0.7788 2.2121 -0.601
H -4.0232 -2.5689 5.2850 0.457
H -4.5310 -2.9329 -1.1818 0.361
H 5.6712 -2.9158 2.5782 0.382
H 3.7796 -3.6658 4.0266 0.445
H -1.3276 1.0504 -4.6711 0.436
H 2.2029 -3.4693 -4.6324 0.330
H 4.2610 -3.0332 -3.5060 0.359
S -0.0863 -2.2378 1.8809 -0.486
H 4.5322 -3.8895 1.6252 0.286
C 3.6215 -2.8599 3.3047 -0.492
C -3.5663 -0.7890 -2.8988 -0.480
Cl 1.3136 2.5483 -5.0977 -0.417
H 4.1427 1.7923 0.5501 0.331
```

---

--- B ---
C26H38Cl3N12NaS2Si as an isolated structure, computed with ωB97M-V/def2-TZVPD.

Calculated values
* total charge: -2
* HOMO: -2.61 eV
* LUMO energy: 3.7 eV
* orbital gap: 6.305 eV

```
83
Properties=species:S:1:pos:R:3:mulliken_charge:R:1
N -0.9682 0.6769 2.1844 0.127
H 5.5246 6.6645 -0.8574 0.334
C -4.6539 2.3793 1.6810 -0.517
H -2.5225 -2.3255 0.6392 0.510
H -6.2118 0.8697 1.6090 0.426
H 4.8951 5.2187 -1.6630 0.250
Cl 2.6408 -6.1397 1.5194 -0.376
Cl 0.0789 -8.2177 1.3666 -0.409
H -1.6430 -3.9698 -0.8516 0.171
H -3.9766 -3.4485 -0.8844 0.363
H -1.5543 -2.2831 -4.0482 0.353
H -1.9564 -1.6881 4.3142 0.471
C -0.9645 -0.8828 -1.9145 -0.357
C 0.3474 -1.0527 3.0952 1.189
C 3.4457 2.1727 -2.7455 -1.582
C 2.6366 -0.9269 3.0604 -0.167
N -1.1848 -1.9289 -0.9154 0.416
C 2.7814 -2.2931 3.2428 -0.667
N -2.1354 -0.7167 -2.7931 0.132
C 0.4015 -2.4345 3.2878 -0.765
H 1.6956 -4.1382 3.4413 0.558
H -5.3467 3.2260 1.7062 0.390
N -2.6616 -3.0796 -2.4641 0.042
C -2.4113 -2.0045 -3.4294 -0.726
Cl 0.8549 -6.3365 -1.2374 -0.383
C -2.3455 -1.5508 -0.1125 0.926
C 1.7571 -1.5897 -0.1636 -0.400
N 1.9919 -0.2892 -0.2783 0.649
H -0.5075 -3.0185 3.3264 0.294
C -0.9552 -0.3608 2.9368 0.089
C -5.3263 1.1696 1.0406 -0.666
H -3.0570 0.5719 -1.4334 0.105
H -5.6389 1.3954 0.0179 0.233
H 2.8540 1.7701 -3.5698 0.456
N 2.8977 2.2657 -0.3467 0.227
H -4.6408 0.3240 0.9994 -0.066
H -3.5599 3.3593 0.1484 0.250
H 3.1893 7.3169 -0.2513 0.423
C 3.4174 6.2844 -0.5300 -0.338
H -0.0976 -1.1546 -2.5234 0.129
C 3.2797 4.1757 0.7654 0.101
H 3.6038 -0.3552 -3.2240 0.350
C 2.8199 -2.0862 -2.2222 -0.951
N 3.2458 3.5811 -0.4084 -0.613
S -1.0726 2.6105 -0.0947 -0.493
H -2.7069 -0.0870 4.1066 0.350
N 3.5606 5.5259 0.6976 -0.200
C -3.2775 -0.3703 -1.9411 -0.368
S 3.0622 3.5358 2.3480 -0.575
H 2.5709 5.8979 -1.1043 0.238
H 1.2031 -1.9036 0.7119 0.560
N 1.4591 -0.3144 2.9851 -0.412
H 4.4970 1.9375 -2.9411 0.265
H 4.5237 6.8286 -2.3146 0.303
C 3.0728 -0.7271 -2.3587 -0.440
C 4.6703 6.2507 -1.3975 -1.102
H -2.8918 -1.2874 2.8526 0.192
N -3.4606 2.8131 0.9867 -0.159
N -2.1927 1.2639 2.0423 -0.685
C -3.7917 -2.6686 -1.6273 -0.733
H 1.9333 -3.5858 -0.9476 0.466
Si 0.5166 -6.1023 0.9224 0.172
C -2.1907 -0.9026 3.5974 -1.532
C -2.2512 2.1642 1.0755 0.092
H 3.5033 -0.2824 2.9504 0.444
C 2.6586 0.1493 -1.3582 0.185
H 3.3854 5.9949 1.5687 0.216
Na 1.2191 1.5513 1.2919 0.773
H -0.7650 0.0645 -1.4086 -0.196
N -3.5588 -1.4012 -0.9352 0.214
H 3.3435 3.2540 -2.7110 0.348
H 3.1421 -2.7829 -2.9872 0.384
C -1.4742 -3.1866 -1.5939 -0.639
C 2.9897 1.5961 -1.4346 0.518
H 3.7653 -2.7418 3.2635 0.394
C 2.1560 -2.5376 -1.0996 -0.868
H -4.1636 -0.2436 -2.5718 0.349
C 1.6333 -3.0620 3.3511 -0.574
H -0.6148 -3.4784 -2.2011 0.205
H -2.1442 -0.6032 0.3859 -1.615
H -4.6793 -2.5678 -2.2601 0.362
H -3.2909 -1.8995 -4.0733 0.341
H -4.3784 2.1478 2.7094 0.240
```

---

Tell me which of them is the most stable. Sure, it is B.